1.
The following is a quantum chemistry calculation of a single C4H5NO molecule, from the Open Molecules 2025 dataset.

HOMO level in eV: -10.8175
SMILES string: N#CC[C@H]1CO1
ΔE to the lowest compared entry with this formula, charge and spin in eV: 1.785
Total charge: 0
Calculated total energy in eV: -7764.74170
HOMO-LUMO gap in eV: 11.717

Atoms and positions in Å:
N  -2.11  -0.63  1.18
C  -1.48  0.24  0.73
C  -0.46  1.09  0.11
C  0.77  0.18  0.08
C  0.63  -1.12  -0.54
O  1.43  -0.10  -1.13
H  -0.29  2.00  0.70
H  -0.76  1.39  -0.89
H  1.43  0.29  0.95
H  1.13  -1.99  -0.10
H  -0.29  -1.35  -1.08

How is the electron density shared among the atoms? According to natural (NBO), the charges in e are: number 1, N, carries -0.33; number 2, C, carries 0.28; number 3, C, carries -0.54; number 4, C, carries 0.06; number 5, C, carries -0.10; number 6, O, carries -0.47; number 7, H, carries 0.25; number 8, H, carries 0.27; number 9, H, carries 0.19; number 10, H, carries 0.19; number 11, H, carries 0.19

2.
The following is a quantum chemistry calculation of a molecular structure, C27H34IrNO7P2, from the Open Molecules 2025 dataset.

HOMO level (alpha / beta) in eV: -17.4493 / -17.4430
ΔE to the lowest compared entry with this formula, charge and spin in eV: 0.000
Total charge: +3
Calculated total energy in eV: -65766.39001
Multiplicity: 2
Expectation value of S²: 0.7585
HOMO-LUMO gap (alpha / beta) in eV: 7.346 / 6.481

Atoms and positions in Å:
Ir  -0.19  -0.89  -0.80
O  2.02  -3.72  -1.05
C  2.09  -2.62  -0.62
O  1.48  -1.56  -1.33
C  2.80  -2.12  0.59
C  4.08  -2.57  0.82
C  4.77  -2.16  1.95
C  4.16  -1.32  2.87
C  2.86  -0.88  2.66
C  2.17  -1.26  1.51
P  0.42  -0.87  1.40
C  0.08  0.54  2.43
C  -0.79  0.48  3.52
C  -0.91  1.57  4.36
C  -0.16  2.72  4.12
C  0.72  2.78  3.05
C  0.85  1.69  2.20
C  -0.57  -2.30  1.79
C  0.03  -3.56  1.90
C  -0.74  -4.67  2.24
C  -2.09  -4.52  2.47
C  -2.70  -3.27  2.37
C  -1.95  -2.17  2.01
H  4.55  -3.24  0.10
H  5.78  -2.50  2.12
H  4.69  -1.01  3.76
H  2.38  -0.26  3.41
H  -1.34  -0.43  3.75
H  -1.57  1.52  5.21
H  -0.25  3.57  4.79
H  1.33  3.66  2.89
H  1.57  1.71  1.39
H  1.10  -3.68  1.75
H  -0.27  -5.64  2.33
H  -2.68  -5.38  2.76
H  -3.75  -3.16  2.60
H  -2.42  -1.19  1.94
C  0.20  4.82  -1.26
C  0.44  3.49  -0.59
O  -0.21  2.45  -1.42
P  0.25  1.06  -1.90
O  1.73  1.02  -2.30
C  2.33  1.83  -3.41
C  3.41  2.71  -2.84
O  -0.65  0.74  -3.13
C  -1.90  1.44  -3.52
C  -1.58  2.49  -4.56
H  0.60  5.61  -0.62
H  -0.86  5.00  -1.40
H  0.71  4.88  -2.22
H  -0.05  3.42  0.38
H  1.49  3.24  -0.51
H  1.52  2.39  -3.88
H  2.71  1.08  -4.10
H  3.00  3.52  -2.23
H  3.96  3.16  -3.67
H  4.11  2.13  -2.25
H  -2.35  1.86  -2.62
H  -2.52  0.64  -3.92
H  -0.92  3.25  -4.15
H  -2.51  2.97  -4.87
H  -1.13  2.04  -5.44
N  -4.62  -2.89  -1.63
C  -4.26  -1.53  -1.09
C  -2.75  -1.46  -1.00
O  -2.22  -0.39  -0.57
O  -2.07  -2.43  -1.36
H  -5.17  -2.84  -2.49
H  -5.16  -3.45  -0.96
H  -3.73  -3.38  -1.83
H  -4.72  -1.39  -0.12
H  -4.64  -0.76  -1.76

How is the electron density shared among the atoms? According to Mulliken, the charges in e are: number 1, Ir, carries 1.35; number 2, O, carries -0.44; number 3, C, carries -0.34; number 4, O, carries -0.30; number 5, C, carries 0.75; number 6, C, carries -0.70; number 7, C, carries -0.75; number 8, C, carries -0.80; number 9, C, carries -0.72; number 10, C, carries 0.83; number 11, P, carries 0.94; number 12, C, carries 1.09; number 13, C, carries -0.76; number 14, C, carries -0.85; number 15, C, carries -0.65; number 16, C, carries -0.73; number 17, C, carries -0.82; number 18, C, carries 0.75; number 19, C, carries -0.62; number 20, C, carries -0.94; number 21, C, carries -0.66; number 22, C, carries -1.11; number 23, C, carries -0.65; number 24, H, carries 0.57; number 25, H, carries 0.47; number 26, H, carries 0.49; number 27, H, carries 0.53; number 28, H, carries 0.59; number 29, H, carries 0.49; number 30, H, carries 0.46; number 31, H, carries 0.54; number 32, H, carries 0.80; number 33, H, carries 0.44; number 34, H, carries 0.49; number 35, H, carries 0.48; number 36, H, carries 0.58; number 37, H, carries 0.81; number 38, C, carries -1.53; number 39, C, carries 0.14; number 40, O, carries -0.06; number 41, P, carries 0.39; number 42, O, carries -0.29; number 43, C, carries 0.00; number 44, C, carries -1.15; number 45, O, carries -0.15; number 46, C, carries -0.11; number 47, C, carries -1.23; number 48, H, carries 0.44; number 49, H, carries 0.36; number 50, H, carries 0.34; number 51, H, carries 0.17; number 52, H, carries 0.39; number 53, H, carries 0.20; number 54, H, carries 0.38; number 55, H, carries 0.24; number 56, H, carries 0.43; number 57, H, carries 0.32; number 58, H, carries 0.32; number 59, H, carries 0.33; number 60, H, carries 0.25; number 61, H, carries 0.42; number 62, H, carries 0.34; number 63, N, carries -0.19; number 64, C, carries -0.83; number 65, C, carries 1.39; number 66, O, carries -0.80; number 67, O, carries -0.88; number 68, H, carries 0.38; number 69, H, carries 0.37; number 70, H, carries 0.32; number 71, H, carries 0.32; number 72, H, carries 0.32